# C27H56BBrN4O7P

A cluster of 2 separate species, C27H56BBrN4O7P in total at a distorted geometry (ωB97M-V/def2-TZVPD, the Open Molecules 2025 dataset).

XYZ file:
```
97
Properties=species:S:1:pos:R:3:mulliken_charge:R:1
C 1.72764 -1.60776 4.99524 -0.7687
C 1.19363 -2.90794 4.42757 -0.5324
O 0.33762 -2.67651 3.30985 -0.0728
C -1.03693 -2.98010 3.48963 -0.3388
C -1.49665 -4.22040 2.70132 -0.9244
C -0.81510 -4.37796 1.33755 -0.6631
C -1.50863 -3.61890 0.20114 -1.1270
C -1.29237 -2.09443 0.32069 -0.2554
C -0.85187 -1.37198 -0.97046 -1.6389
O -1.55084 -0.15186 -1.12925 -0.4195
C -0.94599 0.81970 -0.32798 -0.0330
O -0.75419 1.99498 -1.00591 0.2215
C -1.85741 2.57196 -1.73546 -0.9106
C -1.25062 3.57072 -2.72656 -0.4682
N -1.55008 4.96413 -2.37307 -0.3207
C -0.36963 5.78280 -2.07439 -1.2266
C 0.14986 5.68076 -0.62276 0.3369
C -0.88719 5.19759 0.38383 -1.2267
O 1.34591 4.89253 -0.50835 -0.6146
B -1.83891 1.14457 0.99133 0.4413
O -3.18513 1.20130 0.73622 -0.7056
C -1.25782 1.40844 2.41703 0.7725
C -2.34033 1.55249 3.49758 -1.8886
N 0.53310 0.22668 -0.03372 0.7766
P 1.82086 1.61391 -0.15247 0.9206
C 3.37963 0.93097 -0.84876 0.2079
C 3.58960 1.43679 -2.28915 -1.4750
C 2.21562 2.00685 1.60186 -1.2729
C 1.98150 1.01854 2.76764 -0.5002
C 0.62506 -0.94821 -1.00779 2.3050
C 1.41168 -2.23242 -0.62758 0.3040
C 2.86240 -2.45371 -1.09895 -1.8526
C 3.89564 -2.77331 -0.01429 -0.9310
Br 3.76354 -1.74723 1.62373 -0.0910
N 0.97489 -0.36806 -2.29269 -0.4642
C 0.91990 -0.96824 -3.34484 0.5984
O 0.82972 -1.50389 -4.34015 -0.4601
H 0.92859 -0.95679 5.35769 0.2816
H 2.40198 -1.81298 5.83207 0.5133
H 2.30664 -1.07632 4.23579 -0.1070
H 2.03666 -3.51059 4.06961 0.2725
H 0.68526 -3.50152 5.19309 0.4314
H -1.28743 -3.10143 4.54767 0.7531
H -1.60558 -2.10687 3.14236 -0.2229
H -2.57202 -4.08135 2.54030 0.3996
H -1.33260 -5.11766 3.30079 0.3255
H -0.81454 -5.44202 1.08187 0.5095
H 0.22907 -4.05749 1.38369 0.0708
H -1.11217 -3.98403 -0.74934 0.4816
H -2.57540 -3.84426 0.19404 0.5031
H -0.60900 -1.88836 1.15386 -0.9120
H -2.24292 -1.62222 0.58501 0.8306
H -1.11843 -2.01209 -1.81275 1.4229
H -2.43537 1.79564 -2.23558 0.4597
H -2.50379 3.13609 -1.05787 0.4577
H -1.59434 3.33702 -3.73663 0.3299
H -0.16741 3.39134 -2.71784 0.1436
H -1.98289 5.38339 -3.18572 0.2917
H -0.65589 6.82467 -2.23978 0.4948
H 0.45627 5.57017 -2.77080 0.4299
H 0.44414 6.69535 -0.33154 0.4840
H -0.90732 4.10660 0.42653 0.2063
H -1.87980 5.56565 0.11741 0.4093
H -0.63394 5.57061 1.37908 0.4635
H 1.45231 4.37398 -1.31051 0.2594
H -3.62109 0.36662 0.53969 0.3636
H -0.59054 2.27702 2.43339 0.3466
H -0.65154 0.52395 2.66215 -0.3950
H -1.89274 1.64037 4.49000 0.4639
H -3.01538 0.69418 3.49249 0.2873
H -2.93686 2.44960 3.32435 0.3639
H 0.51635 -0.21315 0.88946 -0.5151
H 3.50499 -0.13798 -0.77130 -0.8164
H 4.15460 1.35658 -0.20185 0.8640
H 4.11601 0.70082 -2.89987 0.3836
H 2.64168 1.66798 -2.77981 0.2437
H 4.17728 2.35744 -2.29075 0.3510
H 1.74707 2.96840 1.82253 0.4834
H 3.29128 2.20683 1.54554 0.7483
H 1.71683 0.00951 2.45495 -0.5581
H 2.89970 0.92090 3.35336 0.5293
H 1.23110 1.40290 3.45490 0.3312
H 1.33432 -2.42032 0.44761 -0.7790
H 0.81132 -3.01356 -1.10484 0.3207
H 2.87390 -3.34376 -1.73787 0.5103
H 3.17750 -1.63902 -1.75068 0.7764
H 3.79061 -3.81049 0.29909 0.4869
H 4.90495 -2.62993 -0.39552 0.5325
O -3.46369 -3.04762 -3.47300 -0.6167
C -3.16462 -2.67178 -4.59413 0.4337
N -3.41670 -3.41209 -5.69706 -0.3632
C -2.47345 -1.34743 -4.80366 -0.1883
H -3.17304 -3.11021 -6.62147 0.2002
H -3.87715 -4.29870 -5.57786 0.2467
H -1.54857 -1.37360 -4.24167 -0.3503
H -3.11156 -0.55876 -4.40753 0.1756
H -2.24147 -1.13078 -5.84508 0.4536
```

## Properties
Kohn-Sham gap	9.62	eV
highest occupied orbital energy	-11.33	eV
E	-129202.138	eV
charge	+1